[1]
A structure of composition C27H58BCaFN2O12, computed with ωB97M-V/def2-TZVPD.

Each line ends with the Löwdin charge.
Atoms and positions in Å:
C -4.0249 -2.5813 2.2818  -0.008
C -4.3582 -1.1971 1.7698  -0.282
O -3.5781 -0.1788 2.3146  -0.147
C -2.2690 -0.1363 1.7780  -0.179
B -2.1807 1.0445 0.7653  -0.238
C -1.0333 1.2800 -0.3036  -0.382
C -0.1220 2.3949 0.1991  -0.054
C -0.2062 0.0351 -0.6551  -0.237
C -0.6971 -0.6592 -1.8991  -0.097
H -4.0769 -3.3019 1.4867  0.090
H -4.7523 -2.8584 3.0009  0.056
H -3.0594 -2.5760 2.7446  0.090
H -4.2636 -1.2275 0.6570  0.024
H -5.3679 -0.9696 2.0210  0.100
H -1.5861 0.1022 2.5885  0.149
H -1.9497 -1.0927 1.3915  0.110
H -3.0717 1.8597 0.8298  0.094
H -1.4793 1.6358 -1.2268  0.096
H 0.4480 2.1106 1.0629  0.093
H 0.5717 2.6295 -0.5852  0.054
H -0.6782 3.2955 0.3642  0.085
H -0.1194 -0.6508 0.1660  0.110
H 0.7889 0.3771 -0.8709  0.102
H -0.0135 -1.4060 -2.2484  0.083
H -0.8205 0.0505 -2.6934  0.076
H -1.6489 -1.1340 -1.7029  0.029
Ca -3.9901 0.1967 -1.2101  1.463
C -4.4624 -3.8019 5.6267  -0.032
C -3.6955 -5.0967 5.5797  -0.493
O -3.6351 -5.7721 4.5762  0.062
C -2.9566 -5.5105 6.8318  -0.026
H -4.9313 -3.6367 4.6662  0.045
H -5.2433 -3.8117 6.3860  0.093
H -3.7708 -2.9853 5.8424  0.093
H -3.6544 -5.6620 7.6554  0.087
H -2.2366 -4.7361 7.1044  0.082
H -2.4302 -6.4438 6.6398  0.076
C 3.6302 4.6493 -0.4838  -0.050
C 2.6817 4.5315 -1.5791  -0.284
N 1.9341 4.4447 -2.4323  0.159
H 3.1083 4.9319 0.4272  0.095
H 4.1321 3.6980 -0.3238  0.069
H 4.3695 5.4123 -0.7173  0.091
C 2.8416 7.5611 -4.9443  -0.161
O 2.4464 7.6426 -3.5800  -0.133
H 2.9997 8.5748 -5.2998  0.079
H 3.7764 7.0010 -5.0548  0.067
H 2.0652 7.0917 -5.5531  0.078
H 2.3042 6.7467 -3.2586  0.019
C -7.6764 -0.8878 4.0310  -0.008
C -7.1806 -1.8700 5.1464  -0.744
O -7.8072 -2.9312 5.2461  0.005
O -6.1939 -1.4356 5.7803  -0.041
H -8.5380 -1.2737 3.4996  0.058
H -7.9282 0.0715 4.4821  0.072
H -6.8649 -0.7398 3.3223  0.029
C -9.4605 -0.1150 -2.1081  -0.115
C -8.8697 1.1479 -1.5438  -0.133
O -8.6653 0.8326 -0.1546  0.029
C -8.5780 -0.5252 -0.0542  -0.589
O -8.1619 -1.0868 0.9148  0.132
O -8.9066 -1.1113 -1.2116  0.069
H -9.1640 -0.2941 -3.1548  0.063
H -10.5470 -0.1404 -2.0450  0.136
H -7.8923 1.3501 -1.9959  0.105
H -9.5059 2.0199 -1.6603  0.130
O 0.1136 -6.4876 4.9737  -0.051
H 0.2907 -6.2798 5.8975  0.033
H -0.8262 -6.2974 4.8628  0.019
C 0.5997 -10.0498 5.0516  -0.818
O 1.2767 -9.4600 4.1707  -0.019
O 0.5699 -9.3508 6.2637  0.017
O 0.0000 -11.1170 4.9700  0.030
H 1.0997 -8.6055 5.9347  0.061
C 9.8435 3.1676 -4.5485  -0.085
C 9.3473 2.7853 -3.1527  -0.220
C 8.5788 1.4810 -3.0594  -0.106
N 7.2380 1.4124 -3.7758  -0.254
C 7.4053 0.6867 -5.0712  0.024
C 6.2609 0.6511 -2.9053  -0.098
C 5.7416 1.6947 -1.9393  -0.141
C 5.5721 2.9419 -2.8182  -0.131
C 6.5413 2.7399 -3.9935  -0.077
H 9.0418 3.2426 -5.2846  0.062
H 10.3366 4.1367 -4.5145  0.087
H 10.5681 2.4403 -4.9156  0.089
H 8.7717 3.5988 -2.7054  0.112
H 10.2174 2.6666 -2.5054  0.128
H 8.3862 1.2619 -2.0115  0.126
H 9.1777 0.6605 -3.4506  0.139
H 7.7669 -0.3157 -4.8600  0.117
H 8.1182 1.2246 -5.6886  0.106
H 6.4423 0.6324 -5.5695  0.111
H 5.4719 0.2794 -3.5567  0.144
H 6.7778 -0.1830 -2.4383  0.145
H 6.4683 1.8799 -1.1470  0.119
H 4.8148 1.3867 -1.4617  0.123
H 5.7852 3.8563 -2.2704  0.108
H 4.5517 3.0219 -3.1888  0.110
H 7.2619 3.5390 -4.0991  0.110
H 5.9995 2.6577 -4.9311  0.136
F -9.4049 -0.7817 -4.8912  -0.752

The HOMO energy is -5.796 eV. The calculation puts the HOMO-LUMO gap at 0.042 Ha. As for the net charge: 0.

---

[2]
A structure of composition C14H36AgN3O5, computed with ωB97M-V/def2-TZVPD.

Each line ends with the Löwdin charge.
Atoms and positions in Å:
Ag -0.3238 0.2084 0.5277  1.139
C 1.3253 -0.5413 4.4371  0.000
C 0.7013 -0.2856 3.1013  -0.795
O -0.4570 -0.5407 2.8505  -0.083
O 1.2952 0.3652 2.2124  -0.113
H 1.7077 -1.5606 4.4915  0.081
H 0.6697 -0.3072 5.2758  0.085
H 2.2397 0.0335 4.5841  0.078
C 0.3210 -3.6163 1.4775  -0.043
C 0.7945 -2.6996 0.3506  -0.403
C 1.2501 -3.4974 -0.9175  -0.107
O 1.2804 -2.4988 -2.0005  -0.262
C 2.0337 -2.8553 -3.1245  -0.105
N -0.4444 -2.0456 0.0198  0.045
H 1.2580 -4.1610 1.5939  0.090
H -0.4385 -4.3544 1.2199  0.097
H 0.0906 -3.0678 2.3908  0.083
H 1.6142 -2.0253 0.5985  0.135
H 0.4793 -4.1909 -1.2538  0.131
H 2.1577 -4.0951 -0.8330  0.136
H 1.7030 -3.8326 -3.4761  0.100
H 3.1150 -2.7542 -3.0310  0.095
H 1.8816 -2.0983 -3.8939  0.083
H -0.3732 -1.9928 -0.9863  0.061
H -1.0364 -2.8300 0.2529  0.095
C 2.3651 1.5288 -2.7768  -0.055
C 1.1646 1.2710 -1.9121  -0.428
C -0.0234 0.5253 -2.6100  -0.167
O -1.0227 0.3121 -1.6432  -0.313
C -2.2843 -0.1286 -2.2800  -0.025
N 1.6967 0.4419 -0.8688  0.050
H 2.8950 0.6292 -3.0898  0.090
H 3.1494 2.1006 -2.2808  0.090
H 2.0567 2.2098 -3.5702  0.093
H 0.8014 2.2590 -1.6291  0.127
H 0.3484 -0.4163 -3.0142  0.113
H -0.5323 1.0654 -3.4084  0.131
H -3.0018 -0.0179 -1.4669  0.071
H -2.2206 -1.1714 -2.5909  0.097
H -2.6258 0.5497 -3.0619  0.098
H 1.9589 -0.3797 -1.3944  0.068
H 2.5699 0.8816 -0.6152  0.098
C -3.8847 2.6766 1.7417  -0.031
C -2.6119 2.1479 1.0839  -0.438
C -1.3513 2.8314 1.5958  -0.159
O -0.2302 2.5145 0.7752  -0.271
C 0.8457 3.4480 0.8174  -0.056
N -2.5121 0.7333 1.1772  0.027
H -4.7018 2.4583 1.0542  0.087
H -3.7881 3.7592 1.8231  0.085
H -4.0906 2.2901 2.7399  0.092
H -2.7726 2.2504 0.0107  0.140
H -1.2078 2.7548 2.6736  0.151
H -1.4841 3.9029 1.4461  0.129
H 0.5807 4.3633 0.2882  0.104
H 1.6779 2.9700 0.3005  0.080
H 1.1725 3.6761 1.8319  0.108
H -2.4257 0.5051 2.1573  0.085
H -3.3557 0.3012 0.8284  0.102

As for the multiplicity: 2. The HOMO energy (alpha / beta) is -10.918 / -10.830 eV. The calculation puts the HOMO-LUMO gap (alpha / beta) at 0.328 / 0.201 Ha. As for the net charge: +1.

---

[3]
A cluster of 7 separate species, H14O7 in total, computed with ωB97M-V/def2-TZVPD.

Each line ends with the Löwdin charge.
Atoms and positions in Å:
O -0.5883 0.4469 -0.9444  -0.056
H -1.2518 0.3355 -0.2542  0.039
H -0.4245 -0.4493 -1.2591  0.067
O -0.1474 0.3032 2.8719  -0.065
H 0.7194 0.6822 3.0563  0.024
H 0.0401 -0.6176 2.6574  0.027
O 2.1039 -0.0858 -1.5566  -0.067
H 2.8629 0.4423 -1.8287  0.043
H 1.4458 0.5676 -1.2938  0.010
O -3.8582 0.0962 -0.4475  -0.046
H -3.1003 0.6907 -0.4143  -0.002
H -4.3032 0.3293 -1.2700  0.045
O 0.8772 -3.2305 0.0396  -0.057
H 0.8767 -3.9758 -0.5716  0.037
H 1.5971 -3.4278 0.6494  0.030
O -1.3315 2.9138 -1.1721  -0.068
H -1.2329 2.5785 -0.2738  0.025
H -1.5310 2.1290 -1.6948  0.010
O 2.6879 -0.2164 1.2105  -0.060
H 2.8908 -1.0171 0.7138  0.023
H 3.4607 -0.0864 1.7716  0.039

The SMILES is O.O.O.O.O.O.O. The HOMO energy is -10.964 eV. The calculation puts the HOMO-LUMO gap at 0.412 Ha. As for the energy above the lowest of the compared OMol25 structures with the same formula, charge and spin: 49.7 kcal/mol. As for the net charge: 0.

---

[4]
A cluster of 3 separate species, C17H37FN2O10P2 in total, computed with ωB97M-V/def2-TZVPD.

Each line ends with the Löwdin charge.
Atoms and positions in Å:
C 4.4750 -4.9859 1.6839  -0.015
C 3.1767 -4.8188 0.9586  -0.353
C 2.5691 -6.1110 0.4821  -0.010
N 2.6580 -3.6577 0.8306  0.172
C 2.4794 -3.0035 -0.4368  -0.419
C 3.3659 -3.4715 -1.5799  -0.097
C 4.8198 -3.0279 -1.3920  -0.143
C 5.7392 -3.8042 -2.3005  -0.217
F 5.5342 -5.1575 -2.2191  -0.039
O 2.9707 -1.5999 -0.2079  0.026
C 2.3410 -0.8436 -1.1232  -0.586
O 2.6012 0.2980 -1.4355  0.143
O 1.2866 -1.5724 -1.7111  -0.043
C 1.0363 -2.5999 -0.7397  -0.594
P -0.1740 -3.8711 -1.3076  0.869
N 0.6940 -5.0714 -2.1873  -0.155
O -0.6071 -4.5520 0.1230  -0.299
P 0.2755 -1.5222 0.6501  0.930
O -1.2073 -1.1438 0.0595  -0.264
O 0.0990 -2.4171 1.9977  -0.245
H 5.2461 -5.1089 0.9292  0.092
H 4.4563 -5.8844 2.2874  0.076
H 4.6847 -4.0969 2.2595  0.089
H 2.9053 -6.2881 -0.5340  0.087
H 2.9014 -6.9335 1.0975  0.079
H 1.4917 -6.0850 0.5439  0.064
H 3.0461 -3.0306 -2.5143  0.133
H 3.3059 -4.5366 -1.7421  0.090
H 5.1367 -3.0519 -0.3589  0.110
H 4.9030 -2.0000 -1.7186  0.123
H 5.6203 -3.4695 -3.3246  0.120
H 6.7579 -3.5464 -2.0309  0.117
H 0.7207 -5.9177 -1.6273  0.021
H 0.1655 -5.3285 -3.0066  0.023
H 0.0662 -4.4188 0.8035  0.018
H -1.0630 -0.8592 -0.8509  0.058
H 0.6036 -1.9471 2.6628  0.055
C -2.6900 3.7438 2.6610  -0.108
O -3.7400 2.8195 2.4459  -0.191
C -3.3207 1.6639 1.7315  -0.202
C -3.1214 0.4801 2.6477  -0.202
O -2.0225 0.6811 3.5283  -0.197
C -2.4196 1.0454 4.8365  -0.115
H -3.0383 4.4882 3.3756  0.090
H -1.8001 3.2577 3.0676  0.086
H -2.4337 4.2490 1.7227  0.075
H -2.4069 1.8674 1.1662  0.127
H -4.1140 1.4238 1.0168  0.127
H -2.8889 -0.3972 2.0380  0.109
H -4.0356 0.2678 3.2098  0.127
H -2.8492 0.1837 5.3596  0.088
H -3.1447 1.8628 4.8262  0.084
H -1.5313 1.3724 5.3752  0.087
C -3.6087 7.9486 -3.4076  -0.113
O -4.0013 7.8195 -2.0533  -0.190
C -4.4869 6.5240 -1.7357  -0.205
C -3.4501 5.7023 -1.0043  -0.212
O -2.3453 5.3901 -1.8387  -0.190
C -1.2118 6.2010 -1.5883  -0.110
H -3.0706 8.8896 -3.5083  0.088
H -2.9511 7.1327 -3.7164  0.084
H -4.4887 7.9754 -4.0594  0.088
H -4.8220 6.0026 -2.6370  0.126
H -5.3536 6.6585 -1.0809  0.126
H -3.9039 4.7520 -0.7043  0.124
H -3.1189 6.2176 -0.0977  0.123
H -0.7415 5.9177 -0.6404  0.087
H -1.4712 7.2622 -1.5633  0.084
H -0.4991 6.0332 -2.3939  0.089

The SMILES is CC(C)=N[C@]1(CCCF)OC(=O)O[C@]1(P(N)O)P(O)O.COCCOC.COCCOC. The HOMO energy is -8.119 eV. The calculation puts the HOMO-LUMO gap at 0.299 Ha. As for the energy above the lowest of the compared OMol25 structures with the same formula, charge and spin: 0.0 kcal/mol. As for the net charge: 0.

---

> Look up the net charge of the fourth one.

0